Computed, not measured: one molecule with the formula C4H8N2 at a distorted geometry, with ωB97M-V/def2-TZVPD.

Geometry as XYZ:
```
14
Properties=species:S:1:pos:R:3:forces:R:3
C -1.8716 0.6160 0.1169 -3.9 2.8 0.7
C -0.7033 -0.0094 -0.4617 3.9 -1.2 -1.4
C 0.5775 0.0239 0.3763 1.7 4.5 0.5
C 1.9736 -0.6680 0.1912 -2.6 3.2 -0.1
H -2.8158 0.9562 -0.4357 2.0 0.1 0.4
H -1.9058 1.0938 1.2785 0.6 -1.5 -3.4
H -1.5488 -0.8645 0.9512 0.1 -2.4 0.7
H -0.4751 -0.3018 -1.5163 -0.3 1.6 0.5
H 0.5120 0.8983 1.1798 -0.4 -3.0 -0.7
H 2.6700 -0.6257 1.0250 -0.2 -1.0 -0.2
H 1.8261 -1.3854 -0.6133 1.1 -0.4 0.5
H 1.9740 1.7386 0.0699 -0.2 -4.7 -1.4
N -1.7220 -0.8537 -0.0415 -2.0 -0.7 3.0
N 1.7086 0.6703 -0.4264 0.2 2.7 0.7
```
Forces are in eV/Å.

Output
E_LUMO = 0.910 eV
Orbital gap = 0.3738 Ha
Molecular weight = 84.12 u
HOMO = -9.260 eV
Maximum force = 4.89 eV/A
Structure (SMILES) = C1N[C@@H]1[C@H]1CN1
E_tot = -266.5157 hartree
Total charge = 0